1.
C33H69Cl4N7O15 | ωB97M-V/def2-TZVPD

Geometry (Å):
O1 18.71139 -9.34564 -7.09638
C1 19.59651 -8.57339 -7.87166
C2 20.26585 -9.15409 -9.24867
O2 20.83788 -10.46972 -9.38612
H1 20.31512 -8.24992 -7.11862
H2 19.03462 -7.69281 -8.18305
H3 21.02375 -8.43133 -9.55085
H4 19.56006 -9.02525 -10.06925
C3 16.78237 -9.09521 -4.09500
C4 17.27783 -7.65377 -4.29070
O3 16.10169 -6.95535 -4.45250
C5 15.02146 -7.70901 -4.04869
O4 13.86187 -7.31632 -3.96697
O5 15.39069 -8.96034 -3.86178
H5 17.27664 -9.42952 -3.18284
H6 17.04386 -9.80749 -4.87754
H7 17.87335 -7.62391 -5.20315
H8 17.78805 -7.22928 -3.42607
C6 23.89139 -11.56409 -10.97884
C7 23.27109 -10.66014 -12.00933
O6 22.92434 -11.53466 -13.05753
C8 23.49664 -12.71469 -12.86749
O7 23.45286 -13.67516 -13.67463
O8 24.17017 -12.71459 -11.74909
H9 23.17347 -11.64094 -10.16226
H10 24.82810 -11.16947 -10.58521
H11 23.97155 -9.87338 -12.28945
H12 22.35090 -10.23802 -11.60540
C9 22.49208 -7.37647 -12.01722
C10 23.43861 -6.19318 -12.12286
O9 22.94648 -5.05440 -12.36244
N1 24.73747 -6.43279 -12.11597
C11 25.69759 -5.40473 -12.20480
H13 22.81148 -8.02402 -11.20067
H14 22.25633 -7.92988 -12.92620
H15 21.54758 -6.84996 -11.88007
H16 25.06564 -7.36224 -11.89565
H17 26.59889 -5.66806 -12.75836
H18 26.00668 -5.12225 -11.19843
H19 25.36388 -4.47562 -12.66685
C12 15.23973 -11.03068 -11.14962
C13 15.70383 -10.58443 -9.72779
O10 16.55207 -11.30706 -9.20865
N2 15.03685 -9.58592 -9.13551
C14 15.36016 -9.04186 -7.81044
H20 14.98338 -12.09008 -11.15715
H21 16.05522 -11.02451 -11.87284
H22 14.41448 -10.45845 -11.57343
H23 14.24074 -9.18126 -9.60728
H24 14.42492 -8.92770 -7.26237
H25 15.75340 -8.04061 -7.98639
H26 16.17882 -9.60011 -7.35629
C15 27.91229 -8.12653 -10.05459
C16 26.44175 -8.31570 -10.06481
O11 25.96017 -8.82570 -11.07849
N3 25.79933 -7.83433 -8.95126
C17 24.30766 -7.85108 -8.69317
H27 28.52238 -8.91750 -9.61842
H28 28.06640 -7.13671 -9.62494
H29 28.23843 -8.08516 -11.09383
H30 26.36488 -7.36038 -8.26161
H31 24.21717 -7.68448 -7.61978
H32 23.83259 -8.76167 -9.05817
H33 23.78952 -6.99833 -9.13185
C18 23.42662 -14.92089 -6.68327
C19 22.79749 -13.53791 -6.82611
O12 21.58684 -13.38494 -6.96008
N4 23.61426 -12.52375 -6.80560
C20 23.24265 -11.14228 -7.05091
H34 24.00735 -14.91691 -5.76086
H35 24.02735 -15.17620 -7.55621
H36 22.64349 -15.66480 -6.53697
H37 24.52417 -12.82614 -6.48822
H38 22.16659 -10.97081 -7.07895
H39 23.67045 -10.61927 -7.90622
H40 23.51089 -10.53218 -6.18840
C21 18.00769 -12.99626 -13.03477
C22 18.93453 -12.49909 -11.92518
O13 18.89200 -13.01524 -10.78384
N5 19.73238 -11.44767 -12.15806
C23 19.67610 -10.59024 -13.29507
H41 18.62775 -13.70490 -13.58381
H42 17.69145 -12.14503 -13.63767
H43 17.12503 -13.50545 -12.64781
H44 20.26980 -11.10977 -11.37250
H45 19.53647 -11.25191 -14.14994
H46 20.58112 -9.98325 -13.31929
H47 18.88586 -9.85007 -13.16948
C24 21.25368 -11.83491 -3.39577
C25 20.24768 -11.14669 -4.27104
O14 19.51747 -11.80103 -4.98078
N6 20.14951 -9.86531 -4.32923
C26 21.15622 -8.87606 -4.01572
H48 21.24407 -11.33333 -2.42808
H49 22.30143 -11.87102 -3.69412
H50 20.92612 -12.86167 -3.23274
H51 19.55574 -9.54366 -5.08029
H52 22.12513 -9.32412 -4.23607
H53 21.14573 -8.63466 -2.95284
H54 20.90737 -8.02866 -4.65454
C27 21.44380 -5.17352 -8.64351
C28 21.00580 -3.77394 -8.99356
O15 20.34390 -3.09492 -8.22344
N7 21.43811 -3.39457 -10.19423
C29 21.32033 -2.05208 -10.74837
H55 21.11078 -5.85743 -9.42419
H56 21.09386 -5.52483 -7.67283
H57 22.52516 -5.09786 -8.52930
H58 21.92939 -4.07326 -10.75824
H59 22.20426 -1.41847 -10.67564
H60 20.52073 -1.41448 -10.37127
H61 21.12291 -2.18351 -11.81226
Cl1 17.06965 -4.87098 -11.03001
C30 17.46271 -6.61768 -10.60522
C31 17.51236 -7.53307 -11.88705
Cl2 18.69816 -6.88183 -13.06048
H62 16.82231 -6.96717 -9.79537
H63 18.44169 -6.46948 -10.14944
H64 16.57075 -7.83566 -12.34521
H65 17.86382 -8.50656 -11.54513
Cl3 15.09226 -5.51727 -8.24608
C32 15.98902 -4.56399 -6.97523
C33 17.41270 -5.07198 -7.06094
Cl4 18.25820 -4.45434 -5.62021
H66 15.49254 -4.88367 -6.05903
H67 15.93375 -3.48241 -7.09865
H68 17.96575 -4.74178 -7.94026
H69 17.41683 -6.15867 -6.97615

Forces on atoms 1 to 3 (eV/Å):
0.31 0.59 -0.26
-1.17 -2.36 0.49
0.68 -2.16 0.64

For the LUMO energy, the calculation gives 3.194 eV. The maximum force comes out at 4.67 eV/Å. The charge is -2.

2.
C33H69FIN10O10 | ωB97M-V/def2-TZVPD

Geometry (Å):
C1 2.47624 -0.92191 -0.64939
C2 3.07579 -0.53073 -2.08601
I1 3.01274 -2.39550 -3.28481
C3 2.21925 0.55669 -2.90233
C4 2.05826 1.99174 -2.14767
C5 0.76350 2.04066 -1.21652
O1 0.89068 1.73450 0.00542
N1 -0.60070 2.39662 -1.66979
C6 -1.14001 1.33704 -2.56714
O2 -1.08092 1.55543 -3.79270
F1 -1.66101 0.09803 -2.08144
C7 2.26005 3.12773 -3.27914
C8 3.89011 3.07897 -3.39842
C9 4.33662 2.64948 -1.92214
N2 3.29181 2.10213 -1.31542
H1 3.00050 -1.90792 -0.34098
H2 1.34984 -1.12638 -0.64574
H3 2.74863 -0.16406 0.17166
H4 4.17783 -0.25251 -1.99506
H5 1.18873 0.07630 -3.10026
H6 2.70781 0.66506 -3.94592
H7 -1.21201 2.33641 -0.82408
H8 1.92587 4.14919 -2.89576
H9 1.74331 2.89193 -4.28001
H10 4.18738 4.18637 -3.44041
H11 4.33082 2.53812 -4.29927
H12 5.39518 2.81597 -1.51766
H13 3.47371 1.81218 -0.33756
C10 -0.94690 2.16064 5.17548
O3 -0.62220 3.31770 5.36509
N3 -0.79102 1.47910 4.00256
C11 -1.20342 0.09816 3.85320
C12 -0.19365 2.15934 2.87115
H14 -1.40985 1.55240 5.96990
H15 -0.33287 -0.50697 3.58681
H16 -1.95054 0.03337 3.05755
H17 -1.63408 -0.28389 4.77999
H18 0.80973 2.49578 3.14530
H19 -0.79998 3.03378 2.61869
H20 -0.13486 1.49331 2.01143
C13 3.77896 -4.59817 -0.74967
O4 3.55284 -3.74044 0.08911
N4 4.33869 -5.81179 -0.49853
C14 4.57866 -6.78332 -1.54812
C15 4.70761 -6.14526 0.86438
H21 3.53633 -4.44414 -1.81618
H22 4.02481 -7.69660 -1.31943
H23 5.64824 -7.00465 -1.58941
H24 4.25448 -6.40230 -2.51730
H25 3.81797 -6.10195 1.49727
H26 5.43248 -5.41270 1.22907
H27 5.14167 -7.14474 0.90980
C16 -6.65444 0.96540 -5.07029
O5 -6.75590 1.86086 -5.88721
N5 -5.49613 0.58787 -4.45529
C17 -5.45213 -0.49098 -3.48977
C18 -4.26991 1.29053 -4.77976
H28 -7.52591 0.36904 -4.75355
H29 -5.08888 -0.10045 -2.53528
H30 -4.76986 -1.26483 -3.85103
H31 -6.44190 -0.92641 -3.34441
H32 -4.39157 2.35059 -4.54180
H33 -4.07388 1.19187 -5.85029
H34 -3.43259 0.88135 -4.21457
C19 7.61825 -3.32391 -0.92696
O6 7.50577 -2.41120 -1.72634
N6 8.78191 -3.71243 -0.33317
C20 8.83638 -4.81098 0.61023
C21 10.00522 -3.00330 -0.65619
H35 6.75057 -3.92797 -0.61225
H36 9.20966 -4.43978 1.56803
H37 9.51466 -5.57696 0.22617
H38 7.84808 -5.24960 0.75733
H39 9.88737 -1.94859 -0.39560
H40 10.19072 -3.07995 -1.73030
H41 10.84826 -3.42468 -0.10746
C22 1.33140 -7.09989 -3.52046
O7 2.33686 -7.70710 -3.84034
N7 0.58814 -6.30318 -4.34937
C23 -0.59943 -5.61178 -3.89314
C24 1.00216 -6.14636 -5.72862
H42 0.92800 -7.14985 -2.49519
H43 -1.45357 -5.94587 -4.48763
H44 -0.45756 -4.53618 -4.02808
H45 -0.79355 -5.81822 -2.83938
H46 1.01893 -7.12772 -6.20866
H47 2.01105 -5.72656 -5.75237
H48 0.31743 -5.48725 -6.26377
C25 -7.59989 7.02286 -4.30442
O8 -7.27253 8.18100 -4.12298
N8 -7.43479 6.32918 -5.46688
C26 -7.85111 4.94731 -5.60664
C27 -6.82292 6.99553 -6.59965
H49 -8.07365 6.42400 -3.50869
H50 -6.98063 4.33747 -5.85789
H51 -8.58968 4.87820 -6.40929
H52 -8.29302 4.57546 -4.68085
H53 -5.82115 7.33117 -6.31972
H54 -7.42231 7.86892 -6.86823
H55 -6.75817 6.31869 -7.45253
C28 -0.93249 -0.88219 8.36230
O9 -0.58632 -2.04917 8.31941
N9 -0.54425 0.02220 9.30457
C29 -1.00214 1.39797 9.28538
C30 0.35471 -0.40555 10.35859
H56 -1.61490 -0.45300 7.60926
H57 -0.13543 2.05973 9.20412
H58 -1.53670 1.60754 10.21531
H59 -1.66825 1.57689 8.44315
H60 1.28248 -0.77189 9.91177
H61 -0.11056 -1.22142 10.91739
H62 0.57451 0.42260 11.03339
C31 -3.54646 3.99064 7.71416
O10 -3.24301 2.81993 7.86104
N10 -4.58722 4.44603 6.96157
C32 -4.88648 5.85794 6.83468
C33 -5.42176 3.48629 6.26549
H63 -2.97801 4.80068 8.19921
H64 -5.89838 6.04215 7.20446
H65 -4.82547 6.14160 5.78098
H66 -4.18082 6.46038 7.40862
H67 -5.86942 2.80586 6.99402
H68 -4.80198 2.90490 5.57801
H69 -6.20848 3.99627 5.70816

Forces on atoms 1 to 3 (eV/Å):
0.95 -0.62 0.16
-0.86 0.21 0.77
-0.01 1.38 0.00

For the LUMO energy, the calculation gives -4.783 eV. The maximum force comes out at 5.48 eV/Å. The charge is +1.